Below is 8 unconnected molecules or ions with the total composition C52H116N4O12 in a non-equilibrium geometry, with properties calculated with wB97M-V/def2-TZVPD.

Structure (XYZ):
```
184
Properties=species:S:1:pos:R:3:forces:R:3:lowdin_spin:R:1
C 2.32260 -3.45316 1.76650 -0.672 -0.325 -1.290 0.01
O 2.84690 -4.38243 0.76304 -0.024 1.071 1.783 0.00
C 4.26289 -4.42414 0.69503 -1.293 0.260 -0.781 0.00
C 4.85801 -3.24438 -0.07302 1.106 0.629 1.435 0.00
O 4.82353 -1.92948 0.58639 -0.389 0.050 -0.142 0.00
C 5.79832 -0.95671 0.09091 -0.684 -1.698 -0.108 0.01
H 2.57771 -3.69562 2.79812 0.134 -0.326 -0.085 0.00
H 1.24703 -3.49430 1.59455 -0.115 -0.354 0.428 0.00
H 2.53030 -2.39892 1.58334 0.760 -0.063 -0.224 0.00
H 4.41294 -5.34028 0.12382 0.396 0.141 -0.602 0.00
H 4.78900 -4.66254 1.61941 -0.252 0.627 0.597 0.00
H 4.42367 -3.15194 -1.06846 0.228 -0.148 -0.105 0.00
H 5.89940 -3.55936 -0.00657 0.523 0.204 -1.104 0.00
H 5.50153 0.07710 0.26772 -0.389 -0.250 0.386 0.00
H 5.86940 -1.08346 -0.98936 0.331 0.052 -0.142 0.00
H 6.74847 -1.16664 0.58208 0.202 0.141 -0.171 0.00
C 2.58435 0.92449 6.95545 0.336 0.202 -1.218 0.02
O 2.34934 0.98560 5.52259 -1.029 -0.822 1.117 0.01
C 3.50198 1.09912 4.74101 -0.066 0.545 -1.189 0.01
C 3.13587 1.33037 3.20669 -0.083 1.411 0.782 0.00
O 2.35101 2.49643 2.93079 -0.699 -0.325 0.636 0.00
C 0.94373 2.29733 3.20056 0.911 0.005 -0.843 0.00
H 2.76227 1.92656 7.34571 0.243 0.174 -0.044 0.00
H 3.45520 0.29442 7.13634 0.046 -0.067 0.221 0.00
H 1.72756 0.53431 7.50481 -0.136 -0.178 -0.551 0.00
H 4.17294 0.24033 4.76075 -0.169 -0.659 0.170 0.00
H 4.08558 1.89016 5.21193 0.310 0.637 -0.694 0.00
H 2.63131 0.50387 2.70625 0.089 -0.562 0.521 0.00
H 4.02956 1.55483 2.62442 0.458 -0.393 0.357 0.00
H 0.75921 2.47023 4.26083 -0.392 -0.196 -0.187 0.00
H 0.66287 1.31082 2.83175 -0.050 -0.495 0.636 0.00
H 0.36667 2.92506 2.52156 0.257 0.589 0.424 0.00
C -4.73941 3.59237 2.00458 -0.536 -0.498 0.172 0.05
O -3.77710 3.58315 3.00417 0.973 0.210 1.647 0.00
C -2.56474 2.80978 2.85517 -2.121 -0.303 -0.405 0.00
C -2.81532 1.35378 2.41301 -1.450 0.541 -1.395 0.01
O -3.15444 0.28015 3.26690 -0.207 0.522 3.229 0.00
C -4.28965 0.66975 4.15242 1.048 -1.494 0.594 0.03
H -5.33258 2.67838 2.03437 0.152 -0.469 -0.503 0.01
H -4.31705 3.77427 1.01634 -0.131 0.040 -0.199 0.02
H -5.49565 4.32525 2.28578 0.377 0.541 -0.168 0.01
H -2.02486 2.87923 3.79953 -0.002 0.089 -0.061 0.00
H -2.02703 3.30437 2.04625 0.448 -0.209 -0.039 0.00
H -2.01258 1.21531 1.68876 0.372 -1.347 0.543 0.00
H -3.73469 1.20122 1.84770 0.088 1.774 -1.342 0.01
H -4.41911 -0.11217 4.90070 0.271 -0.829 -0.467 0.00
H -5.27228 0.73006 3.68457 0.300 0.439 -0.652 0.01
H -4.11768 1.45915 4.88412 0.410 0.910 -0.932 0.00
C 0.52042 4.04494 -6.20879 -0.988 -0.635 0.425 0.02
O -0.75121 4.15753 -6.84059 -0.525 0.534 -1.625 0.01
C -1.50880 5.30340 -6.42998 0.848 0.518 -0.787 0.03
C -2.78006 5.65057 -7.27956 1.174 -0.500 0.460 0.02
O -2.40088 6.21074 -8.57047 0.061 -0.958 1.951 0.00
C -3.51191 6.38404 -9.35477 -1.214 0.231 -1.483 0.00
H 0.18201 3.63235 -5.25835 1.302 -0.156 0.545 0.00
H 1.16110 4.91779 -6.08322 -0.668 0.763 0.045 0.00
H 1.17229 3.38642 -6.78282 -0.516 -0.504 0.031 0.00
H -0.79851 6.11947 -6.56269 -0.246 0.618 0.134 0.00
H -1.67920 5.21163 -5.35730 -0.667 0.101 0.104 0.02
H -3.44338 6.33545 -6.75134 0.499 0.728 0.278 0.01
H -3.45558 4.79551 -7.30505 0.306 -0.613 -0.913 0.00
H -3.25595 6.88267 -10.28963 0.409 0.109 0.083 0.00
H -4.32332 6.97501 -8.92993 0.064 0.345 0.598 0.00
H -4.00667 5.46550 -9.67035 0.156 -0.581 0.156 0.00
C 0.12724 5.44134 1.55430 0.690 -0.285 -0.776 0.00
C -0.63673 6.78678 1.40688 1.406 0.371 0.851 0.00
C -0.88419 7.24730 2.90190 -1.445 -0.394 -0.875 0.01
C -1.50536 8.62149 3.03947 0.924 0.622 -1.518 0.01
C -0.51550 9.57942 2.34610 0.393 -0.496 0.003 0.01
C -0.13260 9.23046 0.84719 -0.427 1.781 -0.444 0.00
N 0.22688 7.82193 0.73085 -0.446 -0.688 3.273 0.00
O 0.58151 7.37711 -0.52399 -0.190 0.393 -1.301 0.03
C -1.18771 9.79193 -0.18813 -0.200 -1.227 -0.008 0.02
C 1.08849 10.13902 0.51817 0.415 0.148 0.161 0.02
C -1.93049 6.50340 0.67800 -0.991 0.397 -0.020 0.03
H 0.76765 5.22552 0.69909 0.286 0.535 -0.059 0.00
H -0.47974 4.53692 1.51302 -0.651 0.429 0.291 0.00
H 0.73028 5.33687 2.45627 0.084 0.388 -0.006 0.00
H -1.64480 6.54809 3.24931 0.209 -0.450 0.326 0.00
H -0.00468 7.17747 3.54197 0.179 -0.139 -0.337 0.00
H -1.66264 8.89620 4.08249 -0.030 0.032 -0.037 0.00
H -2.44537 8.68667 2.49154 -0.278 -0.153 0.246 0.00
H 0.41547 9.50994 2.90876 0.261 -0.087 0.044 0.00
H -0.80989 10.62121 2.47299 -0.181 0.107 -0.561 0.00
H -1.15112 9.23210 -1.12267 0.425 -0.198 -0.075 0.01
H -2.22786 9.64906 0.10473 -0.047 0.357 0.397 0.00
H -0.95502 10.81935 -0.46808 -0.390 0.015 0.331 0.00
H 1.95969 10.07984 1.17057 -0.152 -0.447 0.393 0.00
H 1.49754 10.03944 -0.48724 -0.307 -0.323 -0.280 0.00
H 0.75175 11.17469 0.56387 0.015 0.032 0.139 0.00
H -2.71307 7.21469 0.94206 -0.181 -0.041 0.451 0.01
H -2.22614 5.49690 0.97409 -0.493 0.154 -0.273 0.00
H -1.94672 6.60974 -0.40668 0.767 -0.414 -0.085 0.02
H 1.42599 7.81657 -0.64779 0.356 -0.275 -0.303 0.01
C 2.15208 -8.34764 0.29560 0.749 0.772 0.340 0.01
C 1.88604 -8.04231 -1.19738 -1.168 0.028 0.844 0.00
C 0.70533 -7.00279 -1.24629 1.482 1.517 -0.857 0.00
C 0.59400 -6.30146 -2.65116 -0.322 -1.416 0.383 0.01
C 1.95829 -5.79438 -3.22020 -2.193 0.335 1.492 0.00
C 3.09752 -6.80053 -3.09926 -1.245 0.084 -1.178 0.00
N 3.11184 -7.43547 -1.78137 -1.433 1.517 0.469 0.00
O 4.27314 -8.15437 -1.59088 0.299 -0.388 0.553 0.01
C 2.93093 -7.86918 -4.23362 0.591 -0.323 0.670 0.01
C 4.35672 -6.00615 -3.31426 0.997 -0.582 -0.170 0.01
C 1.40484 -9.34546 -1.82748 0.025 -0.477 -0.527 0.01
H 1.27697 -8.53905 0.91661 -0.408 -0.248 -0.571 0.00
H 2.58359 -7.46701 0.77140 0.216 0.200 -0.143 0.00
H 2.86468 -9.15510 0.46387 -0.034 -0.139 -0.244 0.00
H -0.26669 -7.37730 -0.92533 0.185 -0.540 -0.144 0.00
H 0.95610 -6.23012 -0.51952 0.104 0.149 0.134 0.00
H -0.23447 -5.59331 -2.66754 0.522 0.876 0.484 0.01
H 0.07404 -7.02645 -3.27737 0.655 -0.575 -0.651 0.00
H 2.17625 -4.89401 -2.64580 0.340 -0.009 0.333 0.00
H 1.77771 -5.38954 -4.21597 0.385 -0.519 -0.355 0.00
H 1.90757 -8.21858 -4.37063 -0.011 0.144 0.206 0.00
H 3.33509 -7.63837 -5.21926 0.019 0.501 0.118 0.00
H 3.52976 -8.70542 -3.87278 -0.040 -0.445 -0.377 0.00
H 4.30725 -5.67000 -4.34996 0.416 0.206 0.055 0.00
H 4.53971 -5.16760 -2.64237 -0.594 0.075 0.075 0.00
H 5.20777 -6.66502 -3.14191 0.195 0.026 -0.476 0.00
H 0.65999 -9.22245 -2.61372 0.129 0.242 -0.178 0.00
H 0.92509 -9.98168 -1.08374 0.130 0.003 0.106 0.00
H 2.23931 -9.89739 -2.26008 0.020 -0.273 0.017 0.00
H 4.18417 -8.98614 -2.06186 0.018 -0.571 -0.295 0.00
C -1.89453 -5.64283 3.57571 0.355 -1.139 0.261 0.01
C -3.36932 -5.71238 3.20498 -1.473 2.153 -0.474 0.00
C -4.12277 -4.57085 4.01826 1.424 2.050 -0.976 0.01
C -3.89645 -3.09331 3.41370 -0.516 -2.215 -0.845 0.01
C -4.35417 -3.17986 1.94728 0.660 0.050 0.916 0.01
C -3.56649 -4.14696 1.04473 -0.309 0.711 0.115 0.00
N -3.54932 -5.48897 1.68764 -1.455 0.370 0.900 0.00
O -2.66768 -6.27365 0.95081 1.315 -0.551 -0.047 0.01
C -4.39510 -4.21533 -0.28473 0.059 -0.493 0.868 0.03
C -2.21782 -3.48522 0.65885 -0.142 -0.897 -0.798 0.01
C -4.02641 -7.05406 3.66788 1.851 0.691 -0.041 0.01
H -1.61353 -6.68443 3.73127 0.689 -0.049 -0.232 0.00
H -1.67630 -5.17457 4.53552 -0.259 0.312 -0.089 0.00
H -1.26366 -5.21093 2.79882 -0.136 -0.086 0.092 0.00
H -5.18867 -4.76356 4.14002 0.034 -0.007 -0.073 0.00
H -3.62442 -4.43650 4.97831 -0.353 -0.913 0.369 0.00
H -2.86242 -2.75005 3.44612 0.226 -0.358 0.166 0.00
H -4.45439 -2.32217 3.94489 -0.255 -0.262 0.086 0.00
H -4.20145 -2.16680 1.57514 -0.740 -0.059 -0.596 0.00
H -5.37190 -3.57014 1.94572 -0.327 0.633 -0.091 0.00
H -5.44799 -4.38141 -0.05686 -0.054 -0.110 0.118 0.00
H -4.34951 -3.26457 -0.81585 0.255 -0.079 -0.110 0.01
H -4.06985 -5.05058 -0.90494 0.210 0.211 -0.162 0.00
H -2.46625 -2.50491 0.25220 0.252 0.442 0.757 0.00
H -1.41568 -3.53386 1.39526 -0.250 0.482 0.162 0.00
H -1.82029 -3.93862 -0.24917 0.151 -0.598 0.075 0.00
H -5.06914 -7.24016 3.41061 0.246 0.189 -0.261 0.00
H -3.89509 -7.05859 4.74992 -0.369 0.080 0.237 0.00
H -3.31341 -7.82303 3.37054 -0.548 -0.541 -0.488 0.00
H -3.13503 -7.03944 0.60914 -0.458 0.028 0.117 0.01
C 1.45325 2.74774 -2.65872 1.533 -0.218 -0.453 0.01
C 1.58056 2.10636 -1.24439 -1.101 -0.860 -1.191 0.00
C 0.15753 2.25049 -0.59335 0.414 -1.345 -0.301 0.00
C -0.96878 1.29589 -1.12394 1.323 1.076 -0.160 0.03
C -0.43411 -0.13083 -1.16100 -1.695 0.648 -1.016 0.01
C 0.86352 -0.35329 -1.93995 0.250 -1.031 0.137 0.00
N 1.87339 0.58683 -1.38525 -1.471 1.857 1.497 0.00
O 3.16484 0.44917 -1.89640 0.274 -0.661 -0.354 0.01
C 1.17134 -1.80128 -1.51492 1.881 0.001 0.612 0.00
C 0.82230 -0.41266 -3.50021 -0.575 0.905 0.378 0.02
C 2.64904 2.80750 -0.32789 -0.431 -0.214 -0.348 0.01
H 0.72797 2.29125 -3.33227 -0.572 0.164 0.599 0.00
H 2.35919 2.58617 -3.24290 0.539 -0.307 0.204 0.00
H 1.40985 3.83627 -2.69472 -0.621 0.086 0.493 0.01
H 0.26564 1.89991 0.43306 0.104 0.652 0.445 0.00
H -0.11759 3.29928 -0.70494 -0.122 -0.007 0.440 0.00
H -1.33647 1.62807 -2.09480 0.136 -0.089 -0.219 0.02
H -1.81388 1.43076 -0.44889 -0.101 -0.313 0.029 0.01
H -1.17585 -0.74177 -1.67547 -0.213 -0.130 -0.236 0.01
H -0.46445 -0.57219 -0.16482 0.776 0.192 0.179 0.00
H 1.30326 -1.84036 -0.43363 -0.367 -0.098 0.166 0.00
H 0.47170 -2.56602 -1.85220 -0.298 0.379 0.001 0.00
H 2.15305 -2.12051 -1.86483 0.164 -0.040 -0.460 0.00
H 1.82572 -0.16477 -3.84633 -0.092 0.073 -0.167 0.00
H 0.53399 -1.36658 -3.94181 0.115 -0.275 0.488 0.01
H 0.08514 0.28122 -3.90420 0.195 0.346 -0.098 0.01
H 3.57462 3.18545 -0.76212 0.015 -0.623 -0.767 0.00
H 2.92907 2.16388 0.50603 -0.233 -0.018 -0.033 0.00
H 2.25829 3.73710 0.08592 -0.565 -0.187 0.177 0.00
H 3.49209 -0.15729 -1.22803 0.745 -0.111 -0.095 0.00
```
Positions in Å, forces in eV/Å.

net charge = -1
2S+1 = 2
F_max = 3.37 eV/Å
HOMO-LUMO gap (alpha / beta) = 1.17 / 8.16 eV
highest occupied orbital energy (alpha / beta) = 0.0298 / -0.2266 Ha
LUMO level (alpha / beta) = 1.98 / 2.00 eV